P) Here is the molecule C8H14O from the Open Molecules 2025 dataset. Energies are from ωB97M-V/def2-TZVPD.

total charge: 0
HOMO: -9.70 eV
structure (SMILES): C[C@@H]1O[C@@H]1[C@]1(C)C[C@@H]1C
E_LUMO: 0.038 hartree
Kohn-Sham gap: 10.7 eV

Element x y z (Å)
C: -2.317 0.117 0.939
C: -1.882 -0.102 -0.488
O: -1.054 -1.198 -0.639
C: -0.509 0.095 -1.002
C: 0.606 0.662 -0.207
C: 0.435 2.089 0.412
C: 2.005 0.358 -0.695
C: 1.477 -0.273 0.567
C: 1.341 -1.765 0.687
H: -2.389 1.246 1.053
H: -3.320 -0.332 1.108
H: -1.591 -0.282 1.664
H: -2.711 0.049 -1.237
H: -0.346 0.226 -2.094
H: -0.043 2.101 1.415
H: 1.402 2.567 0.641
H: -0.141 2.678 -0.332
H: 2.785 1.062 -0.722
H: 2.154 -0.407 -1.524
H: 1.740 0.137 1.548
H: 2.187 -2.171 1.278
H: 1.301 -2.277 -0.271
H: 0.469 -2.101 1.302

***

Q) Here is a structure of composition C8H14O from the Open Molecules 2025 dataset. Energies are from ωB97M-V/def2-TZVPD.

total charge: 0
HOMO: -7.46 eV
E_LUMO: 0.005 hartree
Kohn-Sham gap: 7.6 eV

Element x y z (Å)
C: -0.950 -0.215 0.262
C: -1.156 -1.650 -0.264
C: -2.193 0.608 -0.135
C: 0.424 0.732 -1.054
C: 0.239 1.841 -1.639
H: -1.172 -0.401 1.326
H: -0.431 -2.351 0.163
H: -2.332 0.577 -1.219
H: -1.107 -1.713 -1.356
H: -2.149 -2.055 -0.050
H: -3.126 0.171 0.233
H: -2.075 1.625 0.246
H: 0.553 2.872 -1.703
C: 1.923 -0.372 -1.031
C: 0.615 0.884 0.882
C: 1.110 0.381 2.035
O: 1.763 -1.549 -0.345
H: 1.937 -1.350 0.595
H: 2.819 0.185 -0.759
H: 1.900 -0.590 -2.095
H: 0.830 1.952 0.825
H: 0.729 -0.526 2.486
H: 1.845 0.947 2.596

***

It is P) that is the most stable of them.

***

P) Here is a cluster of 2 separate species, C2H6O in total from the Open Molecules 2025 dataset. Energies are from ωB97M-V/def2-TZVPD.

total charge: 0
HOMO: -9.87 eV
structure (SMILES): C=C.O
E_LUMO: 0.030 hartree
Kohn-Sham gap: 10.7 eV

Element x y z (Å)
C: 0.000 0.000 0.000
C: -0.249 1.324 -0.080
H: 0.271 -0.434 0.969
H: -0.049 -0.673 -0.863
H: -0.186 1.845 0.883
H: -0.499 1.920 -0.965
O: 0.611 -2.494 1.794
H: 0.558 -2.800 0.860
H: 1.333 -3.032 2.191

***

Q) Here is the molecule C2H6O from the Open Molecules 2025 dataset. Energies are from ωB97M-V/def2-TZVPD.

total charge: 0
HOMO: -10.22 eV
structure (SMILES): CCO
E_LUMO: 0.035 hartree
Kohn-Sham gap: 11.2 eV

Element x y z (Å)
C: -0.752 0.284 -0.927
C: 0.423 -0.178 -0.212
O: 0.219 -0.155 1.197
H: -0.435 0.453 -1.896
H: -1.013 1.162 -0.403
H: -1.508 -0.365 -0.881
H: 0.754 -1.110 -0.524
H: 1.301 0.358 -0.615
H: 1.121 0.099 1.578

***

It is Q) that is the most stable of them.

***

P) Here is the ion C6H9N2 with charge +1 from the Open Molecules 2025 dataset. Energies are from ωB97M-V/def2-TZVPD.

total charge: +1
HOMO: -13.89 eV
E_LUMO: -0.189 hartree
Kohn-Sham gap: 8.7 eV

Element x y z (Å)
C: -0.805 -1.429 1.336
C: 0.185 -1.221 0.306
C: -1.226 -0.519 -0.498
C: -0.580 0.912 -0.414
C: 0.721 0.781 0.376
C: 1.981 1.202 -0.300
N: -1.915 -1.153 0.692
N: -0.305 -1.339 -1.028
H: -0.540 -1.688 2.290
H: -0.331 1.018 -1.586
H: -1.202 1.808 -0.110
H: 0.706 0.901 1.441
H: 1.919 0.996 -1.459
H: 3.038 1.016 0.017
H: 1.730 2.287 -0.464
H: -2.903 -1.304 0.873
H: -0.474 -2.269 -1.472

***

Q) Here is the ion C6H9N2 with charge +1 from the Open Molecules 2025 dataset. Energies are from ωB97M-V/def2-TZVPD.

total charge: +1
HOMO: -14.29 eV
structure (SMILES): [H]/N=C(/C)C(=C)[NH+]=C=C
E_LUMO: -0.195 hartree
Kohn-Sham gap: 9.0 eV

Element x y z (Å)
H: -1.412 1.164 -0.729
N: -1.577 1.323 0.252
C: -0.733 0.691 0.965
C: -0.797 0.767 2.458
C: 0.300 -0.149 0.211
C: 1.654 -0.334 0.235
N: -0.397 -0.788 -0.843
C: -0.123 -0.882 -2.084
C: 0.198 -1.163 -3.246
H: -1.539 1.492 2.805
H: 0.120 0.965 2.844
H: -1.081 -0.103 2.958
H: 2.027 -1.047 -0.502
H: 2.365 -0.078 1.068
H: -1.382 -0.992 -0.567
H: 0.039 -0.411 -4.089
H: 0.656 -2.065 -3.768

***

R) Here is the ion C6H9N2 with charge +1 from the Open Molecules 2025 dataset. Energies are from ωB97M-V/def2-TZVPD.

total charge: +1
HOMO (alpha / beta): -15.18 / -15.18 eV
structure (SMILES): CC(C)n1c#c[nH+]c1
E_LUMO (alpha / beta): -0.280 / -0.280 hartree
Kohn-Sham gap (alpha / beta): 7.6 / 7.5 eV

Element x y z (Å)
C: 0.049 -1.092 1.494
C: -0.763 -0.498 0.348
C: -0.823 -1.411 -0.871
N: -0.197 0.795 -0.035
C: -0.804 2.008 0.023
C: 0.061 2.917 -0.418
N: 1.215 2.305 -0.759
C: 1.037 0.996 -0.516
H: 1.054 -1.353 1.176
H: 0.108 -0.403 2.333
H: -0.444 -1.996 1.840
H: -1.780 -0.288 0.695
H: 0.172 -1.677 -1.218
H: -1.372 -0.945 -1.685
H: -1.344 -2.325 -0.598
H: 2.056 2.738 -1.127
H: 1.774 0.232 -0.683

***

It is Q) that is the most stable of them.

***

P) Here is a structure of composition CH2Br2ClOP from the Open Molecules 2025 dataset. Energies are from ωB97M-V/def2-TZVPD.

total charge: 0
HOMO (alpha / beta): -9.73 / -9.26 eV
E_LUMO (alpha / beta): -0.059 / -0.131 hartree
Kohn-Sham gap (alpha / beta): 8.1 / 5.7 eV

Element x y z (Å)
C: 0.069 -1.998 -0.841
O: -1.446 2.250 1.134
P: -0.485 1.444 0.389
Cl: -0.650 -1.236 0.364
Br: 0.796 3.029 -0.689
Br: 1.116 1.076 2.197
H: -0.496 -2.355 -1.650
H: 1.097 -2.208 -0.904

***

Q) Here is a cluster of 2 separate species, CH2Br2ClOP in total from the Open Molecules 2025 dataset. Energies are from ωB97M-V/def2-TZVPD.

total charge: 0
HOMO (alpha / beta): -9.10 / -9.19 eV
E_LUMO (alpha / beta): -0.086 / -0.056 hartree
Kohn-Sham gap (alpha / beta): 6.8 / 7.7 eV

Element x y z (Å)
C: -1.536 0.246 0.188
O: 1.800 -0.605 -1.856
P: 1.135 -0.483 -0.579
Cl: -1.214 1.637 1.038
Br: 1.739 -1.980 0.853
Br: 1.788 1.467 0.431
H: -1.667 -0.824 0.691
H: -2.045 0.542 -0.765

***

It is Q) that is the most stable of them.

***

P) Here is a cluster of 2 separate species, C2HBrClF3 in total from the Open Molecules 2025 dataset. Energies are from ωB97M-V/def2-TZVPD.

total charge: 0
HOMO: -9.98 eV
E_LUMO: 0.013 hartree
Kohn-Sham gap: 10.3 eV

Element x y z (Å)
C: -0.955 0.573 -0.024
C: 0.784 -0.680 -0.170
F: -1.538 0.109 1.088
F: 0.587 -1.606 0.729
F: 0.771 -1.221 -1.358
Cl: -0.417 2.156 0.273
Br: 2.394 0.324 0.209
H: -1.627 0.346 -0.745

***

Q) Here is a cluster of 2 separate species, C2HBrClF3 in total from the Open Molecules 2025 dataset. Energies are from ωB97M-V/def2-TZVPD.

total charge: 0
HOMO: -9.96 eV
E_LUMO: -0.015 hartree
Kohn-Sham gap: 9.6 eV

Element x y z (Å)
C: 0.397 0.922 2.491
C: 0.333 -1.080 -0.944
F: 0.013 1.882 1.677
F: -0.923 -1.640 -0.684
F: 0.637 -0.205 -0.060
Cl: 2.013 1.000 2.860
Br: 0.333 -0.072 -2.655
H: 1.155 -1.794 -1.057

***

It is P) that is the most stable of them.

***

P) Here is the molecule C3H4Cl2 from the Open Molecules 2025 dataset. Energies are from ωB97M-V/def2-TZVPD.

total charge: 0
HOMO: -9.59 eV
structure (SMILES): CC=C(Cl)Cl
E_LUMO: 0.030 hartree
Kohn-Sham gap: 10.4 eV

Element x y z (Å)
C: -2.423 -0.648 -0.002
C: -0.959 -1.005 0.000
C: 0.068 -0.198 0.028
Cl: -0.018 1.585 -0.006
Cl: 1.723 -0.715 -0.002
H: -2.999 -1.233 -0.789
H: -2.541 0.448 -0.216
H: -2.870 -0.813 1.026
H: -0.690 -2.079 -0.054

***

Q) Here is a cluster of 2 separate species, C3H4Cl2 in total from the Open Molecules 2025 dataset. Energies are from ωB97M-V/def2-TZVPD.

total charge: 0
HOMO: -9.50 eV
E_LUMO: -0.040 hartree
Kohn-Sham gap: 8.4 eV

Element x y z (Å)
C: -0.792 -0.088 -0.115
C: -1.843 0.552 0.484
C: 2.076 -0.612 -0.756
Cl: 3.243 -1.828 -0.259
Cl: 2.352 0.913 -0.207
H: -0.392 -1.125 0.084
H: -0.165 0.487 -0.830
H: -2.031 1.592 0.363
H: -2.449 0.110 1.236

***

It is P) that is the most stable of them.

***

P) Here is a structure of composition CHO3PS from the Open Molecules 2025 dataset. Energies are from ωB97M-V/def2-TZVPD.

total charge: 0
HOMO (alpha / beta): -8.98 / -8.99 eV
E_LUMO (alpha / beta): -0.121 / -0.121 hartree
Kohn-Sham gap (alpha / beta): 5.7 / 5.7 eV

Element x y z (Å)
C: -0.350 0.578 -1.448
O: -0.763 1.560 -0.665
O: 0.635 -0.141 -0.833
O: -0.739 0.202 -2.505
P: -2.405 5.040 0.366
S: -1.280 3.554 0.306
H: 0.816 -0.016 0.181

***

Q) Here is the molecule CHO3PS from the Open Molecules 2025 dataset. Energies are from ωB97M-V/def2-TZVPD.

total charge: 0
HOMO: -9.20 eV
structure (SMILES): O=C(OO)P=S
E_LUMO: -0.071 hartree
Kohn-Sham gap: 7.3 eV

Element x y z (Å)
O: -0.717 0.821 1.250
C: -0.271 -0.038 0.509
O: -0.028 0.000 -0.793
O: -0.408 1.198 -1.517
P: 0.325 -1.754 1.105
S: 2.037 -1.071 1.702
H: -0.937 0.843 -2.256

***

It is P) that is the most stable of them.

***

P) Here is the molecule C3H3N3OS from the Open Molecules 2025 dataset. Energies are from ωB97M-V/def2-TZVPD.

total charge: 0
HOMO: -9.82 eV
structure (SMILES): [H]/N=C1/N/C(=N\[H])C(=O)S1
E_LUMO: -0.020 hartree
Kohn-Sham gap: 9.3 eV

Element x y z (Å)
H: 3.239 0.278 -0.069
N: 2.533 0.039 0.675
C: 1.369 -0.066 0.222
N: 0.426 -0.234 1.234
C: -0.892 -0.063 0.850
N: -2.003 -0.259 1.522
H: -1.793 -0.419 2.489
C: -0.976 0.094 -0.614
O: -2.032 0.164 -1.191
S: 0.645 0.158 -1.364
H: 0.785 -0.311 2.162

***

Q) Here is a structure of composition C3H3N3OS from the Open Molecules 2025 dataset. Energies are from ωB97M-V/def2-TZVPD.

total charge: 0
HOMO: -9.37 eV
E_LUMO: -0.018 hartree
Kohn-Sham gap: 8.9 eV

Element x y z (Å)
C: 0.904 0.212 -0.144
C: -0.552 0.035 -0.024
C: -1.655 0.944 0.109
H: 3.568 -1.370 0.374
H: 1.302 1.262 -0.344
H: -1.604 2.111 -0.053
N: 1.705 -0.782 0.168
N: -2.894 0.502 0.061
N: -1.036 -1.235 0.055
O: 3.044 -0.499 -0.118
S: -2.781 -1.180 -0.084

***

R) Here is a structure of composition C3H3N3OS from the Open Molecules 2025 dataset. Energies are from ωB97M-V/def2-TZVPD.

total charge: 0
HOMO: -9.43 eV
E_LUMO: 0.022 hartree
Kohn-Sham gap: 10.0 eV

Element x y z (Å)
C: -1.601 -1.579 -0.261
C: -0.613 0.292 0.035
C: 1.156 1.406 0.032
N: -0.433 -1.019 -0.212
N: -1.797 0.772 0.183
N: 2.041 0.457 0.234
O: 1.146 2.577 -0.093
S: -2.891 -0.458 0.011
H: -1.769 -2.619 -0.465
H: 1.734 -0.504 0.266
H: 3.029 0.674 0.270

***

It is P) that is the most stable of them.